# 1
# C22H39F2IrN4O6PS2

A structure of composition C22H39F2IrN4O6PS2 (the ωB97M-V functional and the def2-TZVPD basis, the OMol25 dataset).

Cartesian coordinates (Å):
Ir  0.6588  -0.5662  0.2518
O  -3.2892  1.2492  0.0224
C  -1.9810  1.2645  -0.2383
O  -1.4362  0.4572  -0.9459
C  -1.2170  2.3440  0.4928
O  0.1518  2.2807  0.2271
C  0.5856  2.6466  -1.0723
C  1.2507  1.5442  -1.9179
O  1.5733  1.8740  -3.0452
O  1.4946  0.3867  -1.3926
H  -3.6089  0.3632  -0.2594
H  -1.3360  2.1660  1.5640
H  -1.6571  3.3199  0.2521
H  1.3452  3.4228  -0.9512
H  -0.2274  3.0660  -1.6695
F  3.3347  -1.1088  0.8803
C  2.2711  -1.6894  0.1993
F  2.1650  -2.9589  0.7473
H  2.6267  -1.8300  -0.8297
N  0.4345  -0.1830  2.1765
P  0.5999  -0.3342  3.6676
N  1.4763  0.9512  4.2933
C  2.1399  1.9098  3.4197
C  1.9215  3.3205  3.9506
C  2.5356  3.4828  5.3568
C  2.7257  2.1207  6.0348
C  1.5522  1.1994  5.7270
N  -0.8629  -0.3860  4.5088
C  -1.0823  -0.9472  5.8351
C  -2.3263  -0.3189  6.4872
C  -2.4778  1.1392  6.0650
C  -2.7131  1.2272  4.5464
C  -2.0901  0.0176  3.8408
N  1.3596  -1.6682  4.3855
C  2.8220  -1.7279  4.2905
C  3.3542  -2.8070  5.2268
C  2.7426  -4.1625  4.8798
C  1.2195  -4.0587  4.9120
C  0.7596  -2.9490  3.9763
H  1.7242  1.7877  2.4213
H  3.2194  1.7062  3.3503
H  0.8432  3.4988  3.9891
H  2.3423  4.0502  3.2556
H  1.8848  4.1064  5.9759
H  3.4974  3.9981  5.2973
H  2.8314  2.2382  7.1157
H  3.6434  1.6483  5.6749
H  0.6282  1.6653  6.0995
H  1.6658  0.2495  6.2587
H  -0.2052  -0.7641  6.4554
H  -1.2148  -2.0385  5.7914
H  -2.2497  -0.4121  7.5730
H  -3.2212  -0.8712  6.1871
H  -1.5641  1.6764  6.3284
H  -3.2925  1.6180  6.6131
H  -2.2750  2.1504  4.1569
H  -3.7840  1.2600  4.3264
H  -1.8608  0.2195  2.7967
H  -2.7945  -0.8237  3.8363
H  3.2316  -0.7527  4.5554
H  3.1328  -1.9480  3.2606
H  3.0858  -2.5418  6.2554
H  4.4451  -2.8420  5.1653
H  3.1006  -4.9405  5.5592
H  3.0544  -4.4417  3.8676
H  0.8922  -3.8195  5.9299
H  0.7541  -5.0046  4.6243
H  -0.3266  -2.8514  3.9780
H  1.0552  -3.1873  2.9475
C  -0.3291  -2.6511  -2.0508
O  -1.7024  -2.5612  -1.6669
C  -2.0758  -2.2627  -0.4289
S  -3.7196  -2.2286  -0.1483
S  -0.9621  -2.0357  0.8953
H  -0.3480  -3.0976  -3.0419
H  0.2285  -3.2722  -1.3489
H  0.1206  -1.6609  -2.1032

HOMO: -4.374 eV
DFT total energy: -2974.06786 hartree
Frontier orbital gap: 7.0 eV
2S+1: 1
Net charge: -1
Energy above the lowest of the compared OMol25 structures with the same formula, charge and spin: 53.9 kJ/mol



# 2
# C22H39F3IN4O10S2

A cluster of 2 separate species, C22H39F3IN4O10S2 in total (the ωB97M-V functional and the def2-TZVPD basis, the OMol25 dataset).

Cartesian coordinates (Å):
C  1.8950  -3.1047  3.8482
C  0.9920  -2.1288  3.5619
C  0.4123  -1.8796  2.1800
C  0.9518  -0.7390  1.2385
C  2.4418  -1.0688  1.1462
F  3.1961  -0.3402  0.3259
F  3.0488  -0.8667  2.3421
F  2.6919  -2.3440  0.8481
C  0.1503  -0.9746  -0.1538
C  0.9178  -0.3237  -1.3798
C  2.0946  -1.0766  -2.0340
O  3.0434  -0.0649  -2.4299
C  0.1044  -2.4758  -0.6081
C  -0.7059  -2.8855  -1.8547
O  -1.4967  -3.7239  -1.7172
I  -0.5826  -2.3018  -3.9214
C  -1.3650  -0.5159  -0.0541
C  -1.9556  0.1217  -1.3863
C  -3.2609  0.9793  -1.1819
C  -4.1228  0.7134  -2.4609
C  -3.0014  2.5011  -1.2094
S  -2.6771  -1.6969  0.5249
C  -3.8945  -2.1292  -0.7558
O  -2.3057  -2.9595  1.1345
O  -3.4866  -1.0129  1.5129
O  -1.6129  0.6286  0.8187
S  -0.4937  1.7190  1.0002
O  -0.0122  2.4323  -0.1441
O  -1.0382  2.6758  1.8969
C  0.8069  0.7338  1.8381
C  0.3158  0.7615  3.3376
C  -1.0788  0.2636  3.7915
N  -1.9784  1.2860  4.3351
C  1.9721  1.7658  1.9315
C  2.8907  2.4142  0.8971
N  2.8933  3.9199  1.1017
N  2.7265  2.2098  -0.5381
N  4.3077  2.0846  1.2268
H  2.8732  -2.7637  4.1837
H  1.6853  -4.1641  3.7232
H  0.6760  -1.5512  4.4267
H  0.6010  -2.8680  1.7606
H  -0.6717  -1.8129  2.2919
H  1.3317  0.6168  -1.0111
H  0.3023  -0.0803  -2.2414
H  1.8624  -1.5866  -2.9699
H  2.6302  -1.7913  -1.4053
H  3.8916  -0.4948  -2.5871
H  -0.2976  -3.1595  0.1379
H  1.0901  -2.9331  -0.7171
H  -2.1346  -0.6016  -2.1756
H  -1.2770  0.8807  -1.7622
H  -3.8863  0.6794  -0.3438
H  -4.0789  -0.3206  -2.8053
H  -3.7732  1.3296  -3.2928
H  -5.1697  0.9831  -2.2998
H  -2.9553  2.8741  -0.1846
H  -3.8698  2.9865  -1.6616
H  -2.1434  2.7769  -1.8179
H  -3.4691  -2.2266  -1.7510
H  -4.3466  -3.0720  -0.4658
H  -4.6848  -1.3863  -0.7271
H  1.1396  0.3379  3.9116
H  0.3267  1.7819  3.7194
H  -0.9187  -0.3991  4.6537
H  -1.6912  -0.3162  3.1054
H  -2.5779  1.6620  3.6160
H  -1.4722  2.0014  4.8371
H  2.5898  1.4800  2.7769
H  1.4670  2.6536  2.3287
H  1.9283  4.1914  0.8970
H  3.4151  4.2996  0.3184
H  2.0716  2.8655  -0.9483
H  3.5793  2.3647  -1.0589
H  4.7286  1.5250  0.4934
H  4.8531  2.9348  1.2909
C  0.3168  -0.4943  -7.1864
O  0.7085  0.2249  -8.1283
O  1.3402  -0.7725  -6.2642
O  -0.7959  -0.9840  -6.9465
H  2.0213  -0.2687  -6.7297

HOMO: -4.910 eV
DFT total energy: -3226.58649 hartree
Frontier orbital gap: 6.8 eV
2S+1: 1
Net charge: -1